[1]
An isolated ion of composition C5H11BrClN2 and charge +1 at a distorted geometry. Source: the Open Molecules 2025 dataset; level of theory: wB97M-V/def2-TZVPD.

**E_HOMO (spin up / spin down)**: -13.130 / -13.128 eV
**Orbital gap (spin up / spin down)**: 8.4 / 8.4 eV
**Charge**: +1
**Electronic energy**: -3340.40338 Ha

Each line ends with the Mulliken charge.
Element x y z (Å)
1 C -0.934 0.681 0.021  -1.09
2 C -0.458 -1.018 1.699  -0.54
3 C 0.338 0.064 -0.598  1.20
4 C 1.533 0.608 0.143  -1.73
5 C 0.349 0.368 -2.103  -1.52
6 N 0.314 -1.367 -0.318  -0.28
7 N -0.789 0.322 1.487  0.01
8 Cl -0.792 -2.256 -1.114  0.02
9 Br -1.920 -2.255 1.697  0.03
10 H -1.037 1.750 -0.234  0.49
11 H -1.726 0.222 -0.543  0.45
12 H 0.409 -1.447 2.123  0.41
13 H 1.570 0.124 1.166  0.49
14 H 1.618 1.611 0.162  0.39
15 H 2.281 0.132 -0.418  0.44
16 H 1.319 0.027 -2.388  0.36
17 H 0.243 1.441 -2.159  0.40
18 H -0.436 -0.223 -2.497  0.57
19 H -0.144 1.023 1.929  0.41
20 H -1.735 0.194 1.944  0.47

***

[2]
C23H27N3O5 as an isolated structure at a distorted geometry. Source: the Open Molecules 2025 dataset; level of theory: wB97M-V/def2-TZVPD.

**E_HOMO**: -8.081 eV
**Orbital gap**: 7.9 eV
**Relative energy (zero: lowest compared OMol25 entry of this formula, charge and spin)**: 2151.4 kJ/mol
**Electronic energy**: -1432.40232 Ha

Each line ends with the Mulliken charge.
Element x y z (Å)
1 C 5.976 -2.191 2.241  -1.15
2 C 4.603 -3.060 2.224  -0.49
3 H 4.616 -3.834 3.099  0.25
4 H 4.515 -3.649 1.305  0.41
5 O 3.645 -2.429 2.447  -0.33
6 C 3.115 -1.481 1.724  0.88
7 C 3.516 -1.300 0.409  -1.15
8 C 2.629 -0.713 -0.458  0.01
9 C 1.637 0.103 0.075  -0.26
10 C 1.282 0.151 1.363  0.06
11 C 1.891 -0.767 2.460  -0.18
12 O 1.728 -1.031 3.681  -0.32
13 C 0.667 -0.295 3.984  -0.24
14 C -0.784 -0.875 3.895  -1.13
15 H -1.537 -0.531 4.310  0.63
16 H -0.829 -0.727 2.810  -0.03
17 H -0.624 -1.856 3.967  0.45
18 H 0.667 0.902 3.928  0.41
19 H 0.628 -0.374 5.268  0.22
20 H 0.514 0.868 1.858  0.38
21 C 0.919 1.007 -0.836  1.01
22 O 0.089 1.946 -0.248  -0.88
23 N 1.189 1.067 -2.046  0.14
24 C 2.311 0.390 -2.554  0.25
25 O 2.410 0.003 -3.810  -0.71
26 N 2.857 -0.492 -1.807  -0.14
27 H 3.776 -1.036 -2.321  0.41
28 C 0.309 1.758 -3.010  -1.13
29 H 0.328 2.861 -2.610  0.52
30 C -0.851 1.147 -3.493  -0.46
31 C -2.237 1.778 -3.202  0.50
32 O -3.031 1.701 -4.142  -0.70
33 N -2.269 2.541 -2.082  0.05
34 H -1.403 2.391 -1.517  0.12
35 C -3.400 3.085 -1.660  -1.03
36 H -4.358 2.898 -2.238  0.45
37 H -3.414 4.012 -1.558  0.68
38 C -3.831 2.664 -0.181  -1.76
39 C -3.856 0.929 -0.380  0.28
40 C -4.861 0.277 -0.847  0.14
41 C -4.837 -0.922 -1.267  -0.67
42 C -3.621 -1.673 -0.596  -0.56
43 C -2.574 -1.165 -0.174  -1.97
44 C -2.618 0.239 -0.089  0.72
45 H -1.878 0.604 0.530  0.44
46 H -1.903 -1.662 -0.003  1.41
47 H -3.688 -2.807 -1.069  0.11
48 H -5.684 -1.513 -1.870  0.28
49 H -5.856 0.707 -1.353  0.06
50 H -4.788 2.762 0.115  0.72
51 H -3.220 2.689 0.489  0.66
52 H -0.888 0.684 -4.505  0.39
53 H -1.154 0.131 -2.922  0.13
54 H 1.063 2.082 -4.061  0.33
55 H 4.097 -1.891 -0.077  0.72
56 H 5.886 -1.339 1.593  0.34
57 H 6.212 -1.849 3.124  0.46
58 H 6.917 -2.916 2.084  0.28

***

[3]
A 2-piece molecular cluster, C3H5FO overall at a distorted geometry. Source: the Open Molecules 2025 dataset; level of theory: wB97M-V/def2-TZVPD.

**E_HOMO**: -9.169 eV
**Orbital gap**: 9.6 eV
**Relative energy (zero: lowest compared OMol25 entry of this formula, charge and spin)**: 379.5 kJ/mol
**Electronic energy**: -292.25177 Ha

Each line ends with the Mulliken charge.
Element x y z (Å)
1 C -0.488 -2.563 -0.116  -0.06
2 C 0.126 1.586 -0.233  -0.66
3 C 1.114 1.315 0.765  -0.06
4 O -1.280 -1.756 0.323  -0.39
5 F 1.503 2.520 1.228  -0.14
6 H -0.261 -2.704 -1.161  0.24
7 H -0.070 0.968 -1.123  0.29
8 H 0.053 2.617 -0.480  0.31
9 H -0.816 1.184 0.186  0.26
10 H 0.120 -3.167 0.610  0.21

***

[4]
A 6-piece molecular cluster, H12O6 overall at a distorted geometry. Source: the Open Molecules 2025 dataset; level of theory: wB97M-V/def2-TZVPD.

**E_HOMO**: -9.892 eV
**Orbital gap**: 9.7 eV
**Relative energy (zero: lowest compared OMol25 entry of this formula, charge and spin)**: 196.7 kJ/mol
**SMILES string**: O.O.O.O.O.O
**Electronic energy**: -458.59757 Ha

Each line ends with the Mulliken charge.
Element x y z (Å)
1 O 0.501 -0.469 2.205  -0.65
2 H 0.453 0.451 2.105  0.36
3 H -0.438 -0.752 2.318  0.32
4 O -3.598 -0.572 0.623  -0.71
5 H -3.897 -0.920 -0.321  0.36
6 H -3.110 -1.400 0.861  0.33
7 O 1.143 1.869 0.888  -0.74
8 H 0.205 2.133 0.730  0.35
9 H 1.353 2.759 1.309  0.31
10 O -0.685 -0.361 -0.631  -0.68
11 H -1.481 -0.277 -0.164  0.31
12 H -0.169 -0.727 0.067  0.32
13 O 2.768 0.388 -0.921  -0.61
14 H 3.072 0.931 -1.590  0.30
15 H 2.224 0.989 -0.308  0.38
16 O 0.473 -1.434 -2.781  -0.69
17 H 1.348 -1.520 -2.362  0.28
18 H -0.160 -1.087 -2.028  0.46